1.
{"formula": "C5H8N2O", "method": "wB97M-V/def2-TZVPD", "max_force_ev_per_a": 2.36, "charge": 0, "homo_energy_ev": [-7.7, -7.3], "smiles": "C=C1C[C@]1(N)C(N)=O", "multiplicity": 1, "gap_ev": [7.48, 7.56], "elements": ["C", "C", "C", "C", "N", "N", "C", "O", "H", "H", "H", "H", "H", "H", "H", "H"], "xyz": [[-0.673, -0.359, -0.157], [-0.049, 0.101, -1.429], [-1.115, 0.601, 0.833], [1.011, 0.197, -0.446], [-1.122, -1.703, -0.032], [-0.130, 1.581, 1.122], [2.208, -0.327, -0.250], [-2.224, 0.606, 1.361], [-1.986, -1.861, -0.545], [-1.286, -1.960, 0.936], [0.665, 1.333, 1.696], [-0.509, 2.493, 1.363], [-0.394, 1.027, -1.885], [0.117, -0.693, -2.154], [2.611, -1.062, -0.944], [2.876, 0.027, 0.528]], "forces_ev_per_a": [[0.1455, 0.0296, 1.1665], [0.8610, -0.4401, -0.4370], [-0.8424, 1.1428, 0.8138], [-1.6342, -1.5636, -0.6734], [0.4771, 0.4585, -0.0404], [-0.5991, 0.8461, -0.1707], [1.0287, 0.0994, -0.1625], [0.8166, -0.1176, -0.3824], [0.2622, 0.0567, -0.1309], [-0.0175, 0.1748, -0.1482], [-0.1334, -0.1724, -0.3399], [-0.1310, -0.3588, 0.3765], [0.0028, -0.0279, 0.1657], [-0.4090, -0.0669, -0.1229], [0.5237, 0.7269, -0.6245], [-0.3511, -0.7874, 0.7104]]}

---

2.
{"formula": "C5H8N2O", "method": "wB97M-V/def2-TZVPD", "max_force_ev_per_a": 4.74, "charge": 0, "homo_energy_ev": -8.5, "smiles": "[H]/N=C(C=C)/C(=N\\[H])OC", "multiplicity": 1, "gap_ev": 8.31, "elements": ["C", "C", "C", "C", "C", "O", "N", "N", "H", "H", "H", "H", "H", "H", "H", "H"], "xyz": [[-0.721, 0.461, 2.210], [-1.304, -0.328, -0.351], [-0.064, -0.612, -1.101], [1.099, -0.131, -0.258], [2.106, 0.596, -0.855], [-0.396, 0.513, 0.825], [-2.492, -0.651, -0.309], [-0.151, -0.672, -2.380], [-2.824, -1.145, -1.147], [0.783, -0.444, -2.758], [1.390, -0.833, 0.524], [-1.719, 0.886, 2.346], [-0.712, -0.571, 2.583], [-0.008, 1.067, 2.778], [1.894, 1.314, -1.638], [3.117, 0.548, -0.470]], "forces_ev_per_a": [[-0.7982, -0.1740, -0.3459], [1.3550, -0.4717, 2.8949], [-0.2282, 2.9953, -1.1628], [3.2343, -1.7901, -2.9709], [-1.3136, -0.6736, 1.0471], [-3.4107, -0.6684, -1.0641], [0.4823, 0.9531, 0.1794], [0.5726, 0.0528, 1.1265], [0.3538, 0.0869, 0.3470], [-0.1728, -0.6812, 0.0259], [-0.0426, 0.2543, -0.0257], [0.0274, -0.0872, 0.2170], [0.0297, 0.1306, -0.0066], [0.0540, -0.0750, -0.3257], [0.0237, -0.2015, -0.1843], [-0.1668, 0.3497, 0.2482]]}

---

3.
{"formula": "C5H8N2O", "method": "wB97M-V/def2-TZVPD", "max_force_ev_per_a": 7.12, "charge": 0, "homo_energy_ev": -9.3, "multiplicity": 1, "gap_ev": 10.08, "elements": ["C", "C", "C", "C", "C", "H", "H", "H", "H", "H", "H", "H", "H", "N", "N", "O"], "xyz": [[-0.514, 0.378, -0.114], [0.192, -0.233, 1.095], [1.399, -0.693, 0.212], [0.870, 0.598, -0.541], [-0.951, -1.023, -0.746], [-1.302, 2.272, 0.102], [-2.466, 1.066, 0.328], [0.395, 0.592, 1.788], [-0.147, -1.033, 1.717], [2.388, -0.601, 0.591], [1.268, 0.901, -1.740], [1.329, 1.488, 0.054], [-1.794, -1.026, -1.356], [-1.570, 1.340, -0.267], [-0.186, -2.098, -0.806], [1.092, -1.929, -0.316]], "forces_ev_per_a": [[-1.3643, -4.0057, -0.9301], [0.8073, 0.6395, 3.2936], [-3.0621, 3.4153, 0.3052], [4.6539, 3.0171, -4.4708], [3.4278, -0.1501, 0.0012], [-0.0361, -0.8154, -0.3386], [2.5309, 0.5395, -1.6457], [0.6308, -0.2023, -0.0413], [-1.1872, -0.6574, 0.1249], [0.6653, -0.5342, 0.1605], [-1.6124, -1.1807, 3.1336], [-0.7236, -1.4708, -0.9037], [-1.7554, -0.4510, -0.5747], [-1.8305, 0.1246, 2.3380], [-1.7055, 2.6791, -0.2530], [0.5611, -0.9477, -0.1990]]}

---

4.
{"formula": "C5H8N2O", "method": "wB97M-V/def2-TZVPD", "max_force_ev_per_a": 9.77, "charge": 0, "homo_energy_ev": -9.5, "smiles": "C[C@@]12CN[C@H]1C=NO2", "multiplicity": 1, "gap_ev": 10.37, "elements": ["C", "C", "C", "C", "C", "H", "H", "H", "H", "H", "H", "H", "H", "N", "N", "O"], "xyz": [[0.101, -1.128, 0.880], [0.124, -0.467, -0.304], [-1.445, -0.268, -0.740], [0.151, 1.030, -0.260], [1.735, 1.114, 0.255], [-0.543, -0.734, 1.802], [1.251, -1.252, 1.208], [-0.182, -2.201, 0.808], [-2.259, -0.908, -0.209], [-1.814, -0.086, -1.707], [-2.086, 1.592, -0.163], [0.382, 1.394, -1.267], [2.262, 1.838, 0.949], [-1.307, 0.870, 0.147], [2.272, 0.051, -0.298], [1.358, -0.844, -1.100]], "forces_ev_per_a": [[2.2331, -4.5115, 8.3776], [-1.2401, 1.7085, -7.2198], [-0.3974, -2.0979, 3.0237], [1.7966, -0.6097, 0.4080], [-2.0509, -2.0097, -0.6776], [1.5533, -0.4448, -2.3573], [-2.6656, 0.4150, -0.0480], [-0.1002, 0.6127, -0.3955], [1.7167, 0.0865, -1.1301], [0.3528, 0.4392, -1.6350], [2.6823, -1.0424, 1.0309], [-1.0530, 0.1821, -0.2137], [-0.3801, -1.2215, -1.2628], [-1.9935, 4.3081, -0.9105], [0.7190, 1.7081, 0.0290], [-1.1730, 2.4774, 2.9813]]}

---

5.
{"formula": "C5H8N2O", "method": "wB97M-V/def2-TZVPD", "max_force_ev_per_a": 4.23, "charge": 0, "homo_energy_ev": -9.1, "smiles": "C=C(C)C(=O)/N=C\\N", "multiplicity": 1, "gap_ev": 8.97, "elements": ["C", "C", "C", "N", "C", "C", "N", "O", "H", "H", "H", "H", "H", "H", "H", "H"], "xyz": [[-0.242, 1.731, 0.690], [1.352, 0.045, -0.546], [-0.147, 0.734, -0.426], [0.060, -1.809, 1.238], [0.188, -1.709, -0.108], [-0.954, 0.776, -1.498], [1.240, -1.259, -0.799], [2.326, 0.715, -0.292], [-0.812, -2.206, 1.568], [0.871, -2.150, 1.741], [-0.474, -2.400, -0.642], [-0.152, 1.230, 1.660], [0.562, 2.469, 0.627], [-1.180, 2.294, 0.661], [-1.771, 1.489, -1.571], [-0.868, 0.049, -2.301]], "forces_ev_per_a": [[-0.1427, 0.1925, 0.1354], [-1.2759, 2.5176, 2.1259], [2.3080, 1.3737, -1.0573], [-0.1542, 0.4028, 0.1249], [2.0470, -3.0446, -2.1019], [0.1097, -0.7654, 0.5652], [-2.7383, -1.4188, 1.1852], [-0.1671, -0.1150, -0.7813], [0.2437, -0.0552, -0.1524], [0.0464, 0.8136, 0.0176], [-0.4818, 0.4112, -0.0766], [-0.0205, 0.0961, -0.0658], [0.0862, -0.2502, -0.0191], [-0.0158, -0.2097, 0.0010], [-0.1110, -0.2095, 0.2108], [0.2663, 0.2612, -0.1115]]}

---

6.
{"formula": "C5H8N2O", "method": "wB97M-V/def2-TZVPD", "max_force_ev_per_a": 7.19, "charge": 0, "homo_energy_ev": -8.8, "multiplicity": 1, "gap_ev": 7.78, "elements": ["C", "C", "C", "C", "C", "H", "H", "H", "H", "H", "H", "H", "H", "N", "N", "O"], "xyz": [[-1.095, -0.727, 1.711], [-0.686, -0.373, 0.344], [-0.495, 0.796, -0.247], [-1.144, 1.983, 0.066], [1.508, -1.034, -0.228], [-2.528, -0.399, 1.392], [-0.237, 0.161, 2.822], [-0.556, -2.513, 2.041], [0.324, 1.167, -1.001], [-1.900, 1.942, 0.769], [1.866, -0.053, 0.428], [3.323, -1.884, 0.019], [1.687, -2.567, -1.520], [0.200, -1.514, -0.326], [2.288, -1.828, -0.874], [-0.990, 2.958, -0.803]], "forces_ev_per_a": [[-1.7337, 0.2774, 0.9882], [4.6879, -3.6455, -0.9835], [2.2641, 1.4411, -1.2624], [0.4716, 4.4933, -5.5941], [-6.5676, 0.3633, 1.7654], [3.8256, -1.2625, 2.2747], [-2.7279, -2.4344, -2.9995], [-1.4850, 3.9504, -0.8148], [-1.7118, -2.0033, 0.7000], [-1.6912, 0.7777, 1.8893], [-0.8108, -2.8029, -1.8749], [-3.5514, -0.9067, -4.2134], [2.4724, 1.7114, 2.7824], [1.5670, 5.0378, 2.7260], [5.7734, -1.9134, 0.3114], [-0.7826, -3.0835, 4.3051]]}

---

The relative energy (zero: lowest compared OMol25 entry of this formula, charge and spin) results, record by record, are as follows: 111.3; 112.8; 114.5; 172.4; 65.5; 321.2 kcal per mole.